Entry 1:
Molecular formula: C19H21ClN3O4
Method: DFT, ωB97M-V/def2-TZVPD

## Properties
Molecular weight, g/mol: 390.85
DFT total energy, Eh: -1662.04068
Net charge: -1
Frontier orbital gap, eV: 5.20
HOMO level, eV: -3.218

Geometry as XYZ:
```
48
Properties=species:S:1:pos:R:3:forces:R:3
C -1.018 -5.760 2.248 -0.17 0.03 0.05
N -2.083 -5.281 1.397 -0.25 -0.46 0.23
C -2.997 -6.345 1.011 0.29 0.18 -0.09
C -2.132 -4.009 0.893 -0.07 0.90 -0.38
C -2.814 -3.737 -0.322 0.22 -0.38 0.43
C -2.863 -2.456 -0.834 -0.07 0.35 0.10
C -2.284 -1.356 -0.158 0.28 -0.64 0.34
C -2.391 0.022 -0.604 -0.69 0.24 -0.63
C -3.203 0.513 -1.609 0.71 -0.06 1.08
C -3.237 1.910 -1.929 0.24 2.46 -0.24
N -3.264 3.056 -2.167 -0.06 -2.40 0.46
C -4.155 -0.252 -2.329 -2.04 -1.57 -1.82
N -4.962 -0.839 -2.949 1.80 1.33 1.44
C -1.553 -1.642 1.033 -0.51 0.11 -0.56
C -1.501 -2.919 1.562 -0.23 -0.37 -0.35
H -0.272 -4.984 2.445 -0.20 -0.30 -0.07
H -1.453 -6.123 3.187 0.26 0.11 0.11
H -0.539 -6.622 1.765 0.15 0.14 0.06
H -3.961 -5.961 0.652 0.35 -0.07 0.17
H -2.547 -6.995 0.243 -0.18 0.10 -0.03
H -3.158 -6.975 1.897 -0.16 0.14 -0.18
H -3.284 -4.571 -0.862 0.28 0.51 0.14
H -3.362 -2.312 -1.791 0.14 -0.06 0.35
H -1.836 0.764 -0.031 0.08 -0.19 -0.28
H -1.034 -0.824 1.531 -0.06 -0.14 -0.04
H -1.002 -3.097 2.513 -0.04 0.16 -0.30
C 3.229 5.744 -1.919 0.26 0.35 0.00
C 2.211 4.732 -2.380 -0.10 -0.19 0.26
O 2.086 3.757 -1.341 0.17 1.06 -0.63
C 1.310 2.712 -1.693 -0.46 -2.42 1.16
C 1.249 1.657 -0.672 1.80 2.97 0.93
Cl 0.692 0.168 -1.165 -1.14 -1.94 -0.66
C 1.974 1.651 0.612 -1.66 -0.30 -2.34
O 1.738 0.869 1.520 0.50 -0.07 0.55
O 2.946 2.583 0.653 0.91 0.17 1.33
C 3.711 2.592 1.872 -0.38 -0.05 -0.48
C 4.687 3.741 1.779 0.27 0.25 0.16
O 0.726 2.657 -2.766 0.14 0.30 -0.21
H 3.333 6.528 -2.678 0.01 -0.06 0.07
H 2.935 6.225 -0.981 -0.04 -0.12 -0.08
H 4.213 5.288 -1.768 -0.17 -0.02 -0.01
H 1.232 5.193 -2.554 0.18 -0.04 -0.14
H 2.538 4.233 -3.300 -0.17 0.16 0.09
H 3.021 2.711 2.718 0.27 -0.13 -0.07
H 4.237 1.631 1.963 -0.18 0.19 0.13
H 5.331 3.740 2.667 -0.05 0.02 -0.10
H 5.333 3.677 0.895 -0.21 -0.12 0.13
H 4.171 4.705 1.745 -0.02 -0.13 -0.04
```
Forces are in eV/Å.

---

Entry 2:
Molecular formula: C59H62BaN8O5P3
Method: DFT, ωB97M-V/def2-TZVPD

## Properties
Molecular weight, g/mol: 1193.45
DFT total energy, Eh: -4149.63061
Net charge: -1
Frontier orbital gap, eV: 6.19
Relative energy (zero: lowest compared OMol25 entry of this formula, charge and spin), kJ/mol: 0.0
HOMO level, eV: -4.167

Geometry as XYZ:
```
138
Properties=species:S:1:pos:R:3:forces:R:3
Ba 0.247 0.477 1.415 0.75 -0.43 -1.47
O 3.309 3.660 0.888 0.00 0.06 0.08
C 2.829 2.681 1.498 -0.11 0.04 0.16
N 1.685 2.546 2.157 0.03 0.33 -0.19
C 0.923 3.732 2.375 0.05 0.13 0.07
C 1.582 4.811 2.972 0.03 -0.01 -0.07
C 0.958 6.012 3.245 -0.05 -0.01 -0.02
C -0.379 6.156 2.898 0.05 -0.04 0.00
C -1.066 5.089 2.347 0.00 -0.03 -0.01
C -0.466 3.837 2.105 -0.05 0.12 -0.03
N -1.187 2.738 1.569 0.07 0.15 0.11
C -2.514 2.698 1.729 0.14 0.07 0.02
O -3.277 3.481 2.315 -0.03 0.00 -0.02
C -3.231 1.501 1.097 -0.07 -0.15 -0.10
C -4.625 1.558 1.043 0.01 0.02 0.02
C -5.329 0.518 0.469 -0.02 0.00 -0.01
C -4.631 -0.575 -0.026 -0.04 0.00 0.00
C -3.255 -0.565 0.081 0.09 0.06 0.03
N -2.564 0.446 0.616 0.00 0.15 0.06
C 3.725 1.452 1.530 0.08 -0.12 -0.05
C 5.086 1.644 1.779 -0.02 0.00 -0.02
C 5.929 0.552 1.789 0.01 0.00 0.01
C 5.401 -0.706 1.524 0.04 0.02 -0.01
C 4.044 -0.806 1.280 -0.09 0.02 -0.04
N 3.218 0.243 1.287 -0.04 0.13 0.22
H 2.634 4.687 3.198 0.00 0.00 0.00
H 1.510 6.823 3.704 0.00 0.00 0.00
H -0.897 7.092 3.068 0.00 0.00 0.00
H -2.109 5.204 2.108 0.01 0.00 0.01
H -5.105 2.430 1.462 0.00 0.00 0.00
H -6.410 0.553 0.413 -0.01 0.00 0.01
H -5.135 -1.421 -0.475 0.00 0.00 0.00
H -2.670 -1.402 -0.284 -0.01 0.01 0.00
H 5.443 2.650 1.952 0.00 0.00 0.00
H 6.986 0.673 1.998 0.00 0.00 0.00
H 6.023 -1.592 1.512 0.00 0.00 0.00
H 3.576 -1.763 1.084 -0.02 0.01 0.03
C -0.581 0.476 -2.884 0.01 0.05 0.07
C -0.630 1.569 -1.816 -0.01 -0.05 -0.10
P -0.982 3.312 -2.310 -0.06 -0.01 0.01
C 0.337 3.551 -3.567 0.01 -0.02 -0.04
C 0.305 3.105 -4.889 0.11 -0.04 -0.01
C 1.410 3.259 -5.715 0.00 0.02 0.05
C 2.565 3.863 -5.232 -0.03 0.01 0.01
C 2.606 4.319 -3.922 -0.06 -0.02 0.00
C 1.497 4.170 -3.098 0.03 -0.03 -0.05
C -2.497 3.056 -3.315 0.01 0.03 -0.03
C -3.534 2.271 -2.799 0.01 0.02 -0.03
C -4.741 2.149 -3.473 0.06 -0.01 0.02
C -4.940 2.813 -4.676 0.01 0.00 0.00
C -3.927 3.610 -5.190 0.01 0.00 0.04
C -2.721 3.734 -4.513 -0.11 0.04 -0.01
P -0.282 -1.143 -2.030 0.10 -0.05 0.01
C 1.364 -1.665 -2.633 0.03 -0.01 0.06
C 1.746 -1.588 -3.971 0.03 -0.01 -0.04
C 3.023 -1.957 -4.361 0.01 -0.01 0.03
C 3.936 -2.412 -3.414 -0.05 0.01 0.00
C 3.562 -2.498 -2.082 -0.05 0.00 0.00
C 2.280 -2.125 -1.691 0.04 0.02 -0.03
C -1.372 -2.298 -2.952 -0.05 0.01 0.04
C -2.708 -1.961 -3.182 0.01 -0.01 -0.01
C -3.582 -2.867 -3.765 0.00 0.01 0.01
C -3.141 -4.135 -4.120 0.06 0.00 0.02
C -1.818 -4.486 -3.885 -0.03 0.04 0.01
C -0.943 -3.577 -3.305 0.01 -0.06 -0.01
H 0.222 0.666 -3.597 0.03 0.02 -0.01
H -1.517 0.420 -3.439 -0.04 0.02 -0.04
H 0.343 1.594 -1.328 0.02 0.19 0.07
H -1.364 1.312 -1.052 0.00 0.10 0.01
H -0.592 2.638 -5.277 0.11 -0.08 0.02
H 1.370 2.905 -6.738 0.00 0.00 0.00
H 3.425 3.982 -5.878 0.00 0.00 0.00
H 3.499 4.796 -3.536 -0.01 0.01 -0.01
H 1.537 4.514 -2.070 0.00 0.02 0.01
H -3.411 1.760 -1.849 0.02 -0.01 0.01
H -5.528 1.537 -3.048 0.01 0.00 0.00
H -5.881 2.717 -5.204 0.00 0.00 0.00
H -4.075 4.142 -6.122 0.00 0.00 0.00
H -1.941 4.364 -4.925 -0.11 0.03 0.04
H 1.039 -1.233 -4.714 0.01 0.00 0.01
H 3.311 -1.886 -5.403 0.00 0.00 0.00
H 4.937 -2.693 -3.718 0.00 0.00 0.00
H 4.274 -2.838 -1.338 0.00 0.01 -0.01
H 1.993 -2.168 -0.645 -0.01 0.01 -0.01
H -3.079 -0.981 -2.900 0.00 0.00 0.00
H -4.612 -2.581 -3.940 0.01 0.00 0.00
H -3.823 -4.843 -4.573 0.00 0.00 0.00
H -1.462 -5.472 -4.157 0.00 0.00 0.00
H 0.088 -3.863 -3.130 -0.04 0.00 -0.01
C 1.574 -5.049 4.341 0.00 0.05 0.01
N 1.442 -3.787 3.640 0.09 0.02 0.12
C 1.198 -2.651 4.523 -0.01 -0.03 -0.02
P 1.089 -3.660 2.027 -0.17 0.03 -0.14
O 1.327 -2.278 1.541 0.00 0.10 -0.05
N 2.057 -4.848 1.379 0.04 -0.14 0.05
C 3.476 -4.850 1.687 0.01 0.02 -0.05
C 1.734 -5.529 0.137 0.03 0.03 -0.03
N -0.432 -4.170 1.639 0.03 0.04 0.00
C -1.448 -3.206 1.219 -0.10 0.02 -0.07
C -0.980 -5.359 2.265 -0.02 0.03 0.00
H 2.393 -4.982 5.064 0.01 0.00 0.01
H 1.798 -5.856 3.647 0.00 -0.01 -0.02
H 0.663 -5.306 4.894 -0.02 0.01 0.01
H 2.041 -2.539 5.213 -0.01 0.00 0.00
H 0.280 -2.789 5.102 -0.02 -0.01 0.00
H 1.084 -1.743 3.942 0.00 0.02 -0.03
H 3.681 -4.196 2.532 0.00 -0.01 0.03
H 4.064 -4.500 0.830 -0.01 0.01 0.01
H 3.819 -5.860 1.937 -0.01 -0.01 -0.01
H 0.684 -5.388 -0.103 -0.04 -0.01 0.01
H 1.933 -6.602 0.229 0.02 0.00 0.02
H 2.333 -5.143 -0.695 -0.01 0.02 0.00
H -0.961 -2.370 0.724 0.01 -0.04 -0.02
H -2.021 -2.826 2.070 0.03 -0.07 -0.10
H -2.116 -3.692 0.500 0.02 -0.04 -0.04
H -0.196 -6.091 2.454 0.03 -0.03 0.00
H -1.710 -5.817 1.592 0.00 0.00 0.00
H -1.486 -5.127 3.209 -0.01 0.01 0.00
O -2.567 -1.921 3.891 -0.08 -0.16 0.13
C -1.964 -0.853 3.785 0.26 0.20 -0.09
O -0.944 -0.650 3.028 -1.00 -0.78 1.57
C -2.446 0.348 4.574 0.03 0.06 -0.04
C -1.675 1.501 4.684 -0.02 0.02 0.02
C -2.162 2.616 5.349 0.00 -0.03 -0.02
C -3.425 2.582 5.919 -0.01 -0.03 -0.01
C -4.196 1.428 5.830 0.03 -0.02 -0.01
C -3.707 0.316 5.161 -0.01 0.03 0.00
H -0.690 1.538 4.238 0.01 0.00 -0.03
H -1.564 3.519 5.386 0.00 -0.01 0.01
H -3.817 3.460 6.418 0.00 0.00 0.00
H -5.186 1.403 6.271 0.00 0.00 0.00
H -4.291 -0.590 5.066 -0.01 0.00 0.00
C 4.783 2.415 -1.537 -0.03 -0.04 -0.12
C 3.520 1.711 -1.723 0.09 0.13 0.19
N 2.505 1.184 -1.798 0.05 -0.12 -0.13
H 5.535 1.723 -1.160 0.00 -0.02 -0.03
H 4.614 3.197 -0.792 -0.05 0.00 0.03
H 5.115 2.841 -2.483 0.00 -0.01 -0.01
```
Forces are in eV/Å.

---

Entry 3:
Molecular formula: C37H71BrN2OSi4Ti
Method: DFT, ωB97M-V/def2-TZVPD

## Properties
Molecular weight, g/mol: 800.10
DFT total energy, Eh: -6218.37744
Net charge: +2
Frontier orbital gap, eV: 6.58
Relative energy (zero: lowest compared OMol25 entry of this formula, charge and spin), kJ/mol: 7.5
HOMO level, eV: -13.786

Geometry as XYZ:
```
117
Properties=species:S:1:pos:R:3:forces:R:3
Ti -0.390 0.458 -1.340 -0.59 0.62 -1.49
C -0.969 3.299 0.001 -0.03 0.34 0.34
O -0.914 2.310 -1.056 -0.35 0.74 0.36
Si -1.809 2.577 -2.598 0.07 0.16 0.08
C -1.327 4.270 -3.243 0.17 -0.40 0.04
C -3.633 2.677 -2.188 0.33 -0.33 -0.05
C -1.029 0.990 -3.252 0.01 -0.03 0.72
Si -2.241 -0.098 -4.294 -0.25 -0.53 -0.07
C -2.704 0.866 -5.845 0.10 -0.10 0.19
C -1.396 -1.723 -4.718 -0.07 0.31 -0.08
C -3.822 -0.555 -3.368 0.22 0.25 -0.09
Si 0.568 1.426 -4.267 0.65 0.10 -0.21
C 1.672 2.529 -3.157 -0.19 -0.19 -0.15
C 1.511 -0.127 -4.776 -0.20 0.21 0.03
C 0.253 2.401 -5.845 -0.29 -0.09 0.18
H -1.089 4.290 -0.434 0.01 -0.08 -0.12
H -0.048 3.268 0.576 0.02 -0.09 -0.07
H -1.809 3.088 0.662 0.02 -0.11 -0.06
H -1.834 5.053 -2.676 -0.05 -0.07 0.06
H -1.662 4.368 -4.278 -0.03 -0.02 0.03
H -0.256 4.464 -3.221 -0.03 0.00 -0.02
H -3.817 3.455 -1.444 0.08 0.05 -0.02
H -4.061 1.743 -1.832 -0.01 0.01 -0.02
H -4.183 2.962 -3.088 0.04 0.03 -0.03
H -2.012 0.655 -6.661 -0.02 0.04 0.01
H -2.714 1.947 -5.687 -0.04 0.01 -0.03
H -3.700 0.571 -6.181 -0.01 -0.03 0.04
H -0.616 -1.613 -5.472 -0.02 -0.03 0.05
H -2.133 -2.427 -5.111 -0.04 0.02 0.03
H -0.952 -2.166 -3.827 0.03 -0.04 0.00
H -4.556 0.252 -3.376 0.00 -0.01 0.04
H -3.646 -0.860 -2.338 -0.03 -0.04 0.03
H -4.285 -1.400 -3.882 0.06 -0.01 -0.07
H 1.365 2.585 -2.110 0.13 0.09 0.06
H 1.670 3.551 -3.537 -0.05 0.00 0.00
H 2.709 2.196 -3.187 0.00 -0.07 -0.02
H 1.219 -1.019 -4.229 0.06 -0.05 0.02
H 2.586 0.008 -4.651 0.01 0.06 0.03
H 1.333 -0.316 -5.837 -0.02 -0.01 0.02
H -0.462 3.217 -5.737 0.06 -0.01 -0.02
H -0.097 1.756 -6.651 0.01 0.01 0.04
H 1.201 2.838 -6.170 0.06 -0.04 0.09
C 3.285 -0.091 0.429 -0.10 0.11 -0.09
C 2.742 0.175 -0.975 0.33 -0.46 0.15
C 2.740 -1.098 -1.782 -0.25 0.14 0.04
C 3.931 -1.507 -2.357 0.05 -0.01 -0.03
C 4.010 -2.717 -3.026 -0.03 0.01 0.00
C 2.891 -3.523 -3.102 0.04 0.00 0.00
C 1.677 -3.158 -2.526 -0.23 0.10 0.00
C 0.534 -4.140 -2.666 0.16 -0.15 0.13
C 0.725 -5.367 -1.764 -0.10 0.11 -0.06
C 1.608 -1.918 -1.870 0.54 -0.13 -0.19
N 0.379 -1.405 -1.347 0.03 -0.58 0.28
C -0.408 -2.190 -0.637 -0.10 0.01 0.20
C -1.648 -1.689 -0.217 -0.23 -0.27 0.12
C -2.697 -2.210 0.531 0.33 -0.02 -0.11
C -3.612 -1.167 0.721 -0.03 0.22 -0.08
C -3.097 -0.047 0.090 -0.28 -0.14 0.34
N -1.919 -0.349 -0.509 0.05 0.03 -0.17
H 3.326 0.826 1.015 -0.01 -0.03 0.04
H 4.295 -0.493 0.339 0.03 0.02 0.00
H 2.675 -0.826 0.953 -0.01 0.01 -0.01
H 3.369 0.922 -1.457 -0.20 0.15 -0.10
H 1.721 0.612 -0.892 0.19 0.21 0.10
H 4.805 -0.870 -2.280 -0.01 0.00 0.00
H 4.939 -3.026 -3.487 -0.01 0.00 -0.01
H 2.946 -4.466 -3.632 0.00 0.00 0.01
H 0.502 -4.477 -3.704 -0.07 0.06 -0.02
H -0.432 -3.683 -2.454 -0.05 0.02 -0.11
H 1.657 -5.877 -2.005 0.01 -0.02 0.03
H -0.095 -6.071 -1.903 0.02 -0.02 0.02
H 0.768 -5.092 -0.708 0.03 -0.03 0.01
H -0.088 -3.176 -0.317 0.04 -0.04 -0.17
H -2.775 -3.225 0.890 0.00 0.02 0.02
H -4.548 -1.215 1.255 0.01 0.02 0.01
H -3.511 0.948 0.070 0.04 0.00 -0.07
C 0.851 -2.413 3.188 0.04 0.02 0.07
C 0.075 -1.624 4.253 -0.02 0.18 -0.08
C 0.492 -2.123 5.648 0.04 0.12 0.03
C -1.416 -1.932 4.055 0.05 0.03 0.02
Si 0.401 0.270 4.161 0.02 -0.08 -0.02
Br 0.215 0.656 1.769 0.04 0.03 0.06
C 2.193 0.828 4.583 -0.20 -0.04 -0.15
C 2.298 0.998 6.111 -0.10 -0.04 0.00
C 3.231 -0.218 4.149 -0.09 0.03 0.01
C 2.559 2.160 3.910 -0.04 0.01 0.02
C -0.999 1.392 4.851 0.12 -0.06 -0.19
C -2.315 1.268 4.066 0.02 -0.01 0.02
C -1.262 1.000 6.316 0.05 -0.07 -0.03
C -0.575 2.868 4.806 0.02 -0.06 0.02
H 0.660 -3.480 3.335 0.00 0.00 0.02
H 1.927 -2.260 3.252 -0.04 -0.04 -0.05
H 0.521 -2.149 2.181 0.01 0.01 -0.03
H 0.220 -3.176 5.752 -0.01 -0.01 -0.01
H -0.009 -1.573 6.447 0.02 -0.06 0.02
H 1.567 -2.046 5.808 -0.01 -0.03 0.02
H -1.557 -3.017 4.050 0.02 -0.02 0.01
H -1.789 -1.540 3.105 -0.01 0.01 0.03
H -2.027 -1.533 4.864 -0.02 -0.03 -0.03
H 2.023 0.087 6.646 0.03 0.04 0.04
H 1.677 1.815 6.480 0.04 -0.02 0.01
H 3.333 1.232 6.371 0.01 0.00 -0.01
H 3.112 -1.158 4.686 0.05 -0.01 -0.04
H 4.230 0.162 4.378 0.01 0.02 0.01
H 3.191 -0.416 3.078 0.01 -0.01 0.04
H 1.954 2.989 4.274 0.08 -0.02 -0.06
H 2.451 2.111 2.826 0.04 0.01 -0.01
H 3.603 2.393 4.132 0.01 0.00 0.02
H -2.781 0.292 4.184 -0.02 0.04 -0.03
H -2.178 1.456 2.999 -0.01 0.01 0.03
H -3.013 2.017 4.449 -0.03 -0.01 0.02
H -1.609 -0.030 6.412 -0.02 0.03 0.02
H -2.046 1.645 6.723 0.01 0.03 0.01
H -0.375 1.122 6.939 -0.06 -0.01 0.03
H -0.336 3.193 3.790 0.00 0.02 0.01
H 0.284 3.069 5.446 -0.05 0.03 -0.03
H -1.398 3.487 5.171 -0.03 -0.01 0.00
```
Forces are in eV/Å.